[1]
{
  "formula": "C3H5N2",
  "method": "ωB97M-V/def2-TZVPD",
  "lumo_ha": -0.2648,
  "orbital_gap_ha": 0.3839,
  "e_above_lowest_kcal_mol": 74.99,
  "charge": 1,
  "homo_energy_ha": -0.64869,
  "species": ["C", "C", "C", "N", "N", "H", "H", "H", "H", "H"],
  "xyz": [[-0.997, -0.359, -0.067], [-0.049, 0.604, 0.265], [1.150, 0.093, -0.144], [2.045, -0.525, -4.225], [2.085, -0.088, -3.205], [-1.832, 0.144, -0.515], [-0.931, -1.467, 0.137], [-0.226, 1.694, 0.373], [1.886, 0.699, -0.507], [1.272, -0.953, -0.149]]
}

=====

[2]
{
  "formula": "C28H30Br4N5O2PtSb",
  "method": "ωB97M-V/def2-TZVPD",
  "lumo_ha": [-0.3111, -0.3108],
  "orbital_gap_ha": [0.1536, 0.1541],
  "e_above_lowest_kcal_mol": 72.66,
  "charge": 2,
  "homo_energy_ha": [-0.46468, -0.46492],
  "species": ["Pt", "C", "N", "C", "C", "N", "C", "C", "C", "C", "C", "C", "N", "C", "N", "C", "C", "C", "C", "C", "C", "N", "H", "H", "H", "H", "H", "H", "H", "H", "H", "H", "H", "H", "H", "H", "H", "Br", "C", "C", "Br", "C", "Br", "C", "O", "C", "O", "C", "Br", "C", "C", "Sb", "C", "C", "C", "C", "H", "H", "H", "H", "H", "H", "H", "H", "H", "H", "H", "H", "H", "H", "H"],
  "xyz": [[-0.228, -0.261, 0.267], [-3.508, 0.108, 0.214], [-2.499, 0.245, 1.267], [-2.699, -0.588, 2.456], [-1.980, -1.893, 2.338], [-0.941, -2.059, 1.553], [-0.497, -3.343, 1.737], [0.549, -4.026, 1.131], [0.764, -5.327, 1.532], [-0.041, -5.938, 2.498], [-1.108, -5.281, 3.086], [-1.323, -3.966, 2.698], [-2.258, -3.010, 3.045], [-2.934, -0.455, -1.051], [-1.651, -0.688, -1.239], [-1.510, -1.221, -2.499], [-0.377, -1.676, -3.165], [-0.571, -2.192, -4.431], [-1.839, -2.244, -5.018], [-2.970, -1.788, -4.366], [-2.788, -1.281, -3.090], [-3.659, -0.786, -2.139], [-4.323, -0.550, 0.541], [-3.957, 1.083, -0.012], [-2.430, 1.214, 1.556], [-2.284, -0.059, 3.321], [-3.766, -0.753, 2.652], [1.149, -3.542, 0.376], [1.569, -5.889, 1.090], [0.178, -6.953, 2.788], [-1.743, -5.776, 3.804], [-2.995, -3.132, 3.723], [0.595, -1.634, -2.694], [0.274, -2.572, -4.983], [-1.942, -2.657, -6.009], [-3.945, -1.833, -4.821], [-4.655, -0.681, -2.248], [5.875, -0.320, 3.938], [4.631, -0.474, 2.538], [4.975, -1.158, 1.355], [6.681, -1.923, 1.172], [4.051, -1.258, 0.316], [4.477, -2.102, -1.307], [2.741, -0.730, 0.420], [1.893, -0.797, -0.514], [2.377, -0.056, 1.667], [1.204, 0.409, 1.809], [3.363, 0.086, 2.666], [2.854, 1.054, 4.191], [2.957, 3.570, -2.400], [1.472, 3.766, -2.201], [0.654, 2.545, -0.547], [-1.410, 3.346, -0.601], [-1.490, 4.762, -1.131], [1.610, 3.440, 1.229], [1.469, 4.942, 1.283], [3.313, 4.265, -3.158], [3.182, 2.560, -2.739], [3.513, 3.767, -1.484], [0.913, 3.500, -3.096], [1.242, 4.795, -1.933], [-1.793, 3.294, 0.417], [-1.985, 2.669, -1.234], [-0.852, 5.440, -0.571], [-2.515, 5.119, -1.041], [-1.218, 4.812, -2.182], [2.658, 3.147, 1.180], [1.164, 2.961, 2.098], [1.920, 5.422, 0.417], [1.986, 5.306, 2.170], [0.429, 5.246, 1.362]]
}

=====

[3]
{
  "formula": "C12H35BrClN3OSi2",
  "method": "ωB97M-V/def2-TZVPD",
  "lumo_ha": 0.0189,
  "orbital_gap_ha": 0.3168,
  "homo_energy_ha": -0.29797,
  "species": ["N", "Si", "Cl", "O", "Si", "Br", "H", "H", "H", "H", "H", "C", "C", "N", "C", "C", "C", "C", "H", "H", "H", "H", "H", "H", "H", "H", "H", "H", "H", "H", "H", "H", "H", "C", "C", "N", "C", "C", "C", "C", "H", "H", "H", "H", "H", "H", "H", "H", "H", "H", "H", "H", "H", "H", "H"],
  "xyz": [[4.765, 0.362, 4.843], [3.678, -0.941, 4.901], [4.596, -2.603, 4.166], [2.344, -0.764, 3.947], [1.171, 0.353, 4.162], [-0.362, -0.432, 5.552], [4.967, 0.766, 3.940], [4.646, 1.083, 5.538], [3.287, -1.178, 6.291], [0.514, 0.613, 2.878], [1.721, 1.582, 4.756], [-0.744, 3.887, -0.164], [-0.950, 2.545, 0.521], [-2.328, 2.314, 0.917], [-2.486, 1.180, 1.809], [-2.163, -0.221, 1.274], [-3.311, 2.422, -0.150], [-3.096, 1.532, -1.379], [-1.129, 4.697, 0.456], [0.321, 4.055, -0.331], [-1.237, 3.933, -1.135], [-0.351, 2.517, 1.435], [-0.548, 1.750, -0.132], [-3.511, 1.191, 2.188], [-1.846, 1.367, 2.678], [-2.930, -0.590, 0.593], [-2.103, -0.925, 2.107], [-1.204, -0.247, 0.754], [-3.346, 3.464, -0.477], [-4.290, 2.221, 0.289], [-2.059, 1.557, -1.720], [-3.719, 1.872, -2.209], [-3.359, 0.495, -1.180], [-1.769, -1.558, -2.859], [-0.486, -2.339, -3.090], [0.660, -1.476, -3.314], [1.823, -2.176, -3.829], [2.493, -3.228, -2.935], [0.915, -0.483, -2.284], [1.140, -0.973, -0.847], [-1.941, -0.849, -3.670], [-2.619, -2.239, -2.810], [-1.740, -1.005, -1.920], [-0.599, -2.955, -3.986], [-0.342, -3.041, -2.252], [2.564, -1.423, -4.113], [1.515, -2.661, -4.760], [3.052, -2.776, -2.116], [3.198, -3.815, -3.525], [1.765, -3.920, -2.510], [0.076, 0.219, -2.278], [1.779, 0.102, -2.608], [0.396, -1.715, -0.551], [1.057, -0.132, -0.154], [2.126, -1.412, -0.705]]
}

=====

[4]
{
  "formula": "C3H7N4O2P",
  "method": "ωB97M-V/def2-TZVPD",
  "lumo_ha": 0.0204,
  "smiles": "COP(OC)n1ncnn1",
  "orbital_gap_ha": 0.4045,
  "e_above_lowest_kcal_mol": 24.21,
  "homo_energy_ha": -0.38417,
  "species": ["C", "O", "P", "O", "C", "N", "N", "C", "N", "N", "H", "H", "H", "H", "H", "H", "H"],
  "xyz": [[2.501, 0.405, 0.306], [1.439, -0.444, 0.138], [0.594, -0.519, -1.248], [-0.201, -1.919, -1.053], [-0.721, -2.364, 0.184], [-0.878, 0.685, -0.571], [-0.593, 1.996, -0.507], [-1.694, 2.499, -0.002], [-2.649, 1.588, 0.144], [-2.079, 0.432, -0.200], [3.528, -0.260, 0.269], [2.393, 0.835, 1.313], [2.658, 1.241, -0.346], [0.031, -2.260, 1.108], [-0.781, -3.436, -0.068], [-1.621, -1.954, 0.486], [-1.928, 3.475, 0.047]]
}

=====

[5]
{
  "formula": "C4H14N2Si2",
  "method": "ωB97M-V/def2-TZVPD",
  "lumo_ha": 0.0275,
  "orbital_gap_ha": 0.3289,
  "e_above_lowest_kcal_mol": 72.56,
  "homo_energy_ha": -0.30136,
  "species": ["C", "C", "C", "C", "N", "N", "Si", "Si", "H", "H", "H", "H", "H", "H", "H", "H", "H", "H", "H", "H", "H", "H"],
  "xyz": [[0.959, -2.503, -0.452], [0.364, 2.605, 0.053], [-1.827, 0.074, -2.054], [-0.274, -0.040, 2.590], [0.509, -1.253, 0.043], [0.307, 1.177, 0.006], [-0.130, 0.074, -1.281], [1.024, -0.091, 1.193], [0.158, -3.131, -0.722], [1.602, -2.578, -1.393], [1.509, -3.038, 0.309], [0.744, 2.886, -0.937], [-0.556, 3.171, 0.224], [1.031, 2.740, 0.935], [-1.845, 0.971, -2.773], [-2.264, -0.793, -2.615], [-2.536, 0.307, -1.279], [-1.211, -0.294, 2.140], [-0.006, -0.695, 3.552], [-0.586, 0.860, 3.043], [0.723, -0.287, -2.314], [2.305, -0.165, 1.731]]
}

=====

[6]
{
  "formula": "C3H8N2",
  "method": "ωB97M-V/def2-TZVPD",
  "lumo_ha": 0.0377,
  "smiles": "C=NN(C)C",
  "orbital_gap_ha": 0.3505,
  "e_above_lowest_kcal_mol": 88.80,
  "homo_energy_ha": -0.31285,
  "species": ["C", "N", "N", "C", "C", "H", "H", "H", "H", "H", "H", "H", "H"],
  "xyz": [[-1.829, -0.215, 0.037], [-0.721, -0.822, -0.016], [0.328, -0.057, -0.323], [0.260, 1.400, 0.054], [1.654, -0.637, 0.082], [-2.066, 0.842, -0.159], [-2.754, -0.848, 0.377], [1.326, 1.750, -0.075], [-0.078, 1.637, 1.119], [-0.296, 2.027, -0.628], [2.332, -1.101, -0.817], [2.399, 0.111, 0.694], [1.374, -1.549, 0.820]]
}

=====

[7]
{
  "formula": "C6H15O4PS",
  "method": "ωB97M-V/def2-TZVPD",
  "lumo_ha": 0.0268,
  "orbital_gap_ha": 0.3664,
  "e_above_lowest_kcal_mol": 0.00,
  "homo_energy_ha": -0.33966,
  "species": ["C", "C", "C", "C", "C", "C", "O", "O", "O", "O", "P", "S", "H", "H", "H", "H", "H", "H", "H", "H", "H", "H", "H", "H", "H", "H", "H"],
  "xyz": [[2.545, -0.551, 0.217], [0.547, -2.034, 0.494], [1.079, -1.059, -1.773], [0.293, 3.116, -0.592], [-3.082, -0.077, 1.584], [1.129, -0.849, -0.271], [0.134, 0.993, 1.635], [-3.652, -0.539, -0.932], [0.734, 1.773, -0.763], [-1.487, 0.543, -0.397], [0.185, 0.646, 0.218], [-2.519, -0.709, -0.052], [2.937, 0.341, -0.268], [2.535, -0.379, 1.292], [3.206, -1.389, 0.001], [-0.416, -2.329, 0.080], [0.415, -1.770, 1.543], [1.226, -2.885, 0.437], [0.054, -1.205, -2.107], [1.485, -0.192, -2.289], [1.664, -1.937, -2.044], [-0.200, 3.433, -1.512], [1.163, 3.748, -0.397], [-0.406, 3.193, 0.243], [-2.214, 0.046, 2.222], [-3.774, -0.801, 2.001], [-3.582, 0.874, 1.429]]
}

=====

[8]
{
  "formula": "CH2NO4P",
  "method": "ωB97M-V/def2-TZVPD",
  "lumo_ha": 0.2345,
  "orbital_gap_ha": 0.2681,
  "e_above_lowest_kcal_mol": 0.00,
  "charge": -2,
  "homo_energy_ha": -0.03360,
  "species": ["C", "N", "O", "O", "O", "O", "P", "H", "H"],
  "xyz": [[2.864, -0.124, -0.048], [1.685, -0.274, 0.089], [-1.554, 1.497, -0.748], [-3.200, -0.165, 0.388], [4.061, 0.037, -0.207], [-0.763, -0.170, 1.010], [-1.759, 0.127, -0.148], [-1.436, -0.981, -0.968], [0.103, 0.054, 0.632]]
}

=====

[9]
{
  "formula": "C14H24ClFIN2",
  "method": "ωB97M-V/def2-TZVPD",
  "lumo_ha": -0.1532,
  "smiles": "CC(C)CCn1cc(C[C@@H](C)Cl)[n+](I)c1CCCF",
  "orbital_gap_ha": 0.3238,
  "charge": 1,
  "homo_energy_ha": -0.47708,
  "species": ["C", "C", "C", "C", "C", "N", "C", "C", "C", "C", "C", "Cl", "N", "I", "C", "C", "C", "C", "F", "H", "H", "H", "H", "H", "H", "H", "H", "H", "H", "H", "H", "H", "H", "H", "H", "H", "H", "H", "H", "H", "H", "H", "H"],
  "xyz": [[-0.562, 0.904, -3.445], [-1.012, -0.406, -2.787], [-1.880, -1.186, -3.767], [-1.796, -0.074, -1.497], [-1.528, -1.034, -0.340], [-0.429, -0.578, 0.507], [0.768, -0.084, 0.045], [1.551, 0.258, 1.109], [2.913, 0.832, 1.154], [3.996, -0.154, 0.676], [4.263, -0.048, -0.827], [5.508, 0.281, 1.568], [0.777, -0.049, 2.235], [1.433, 0.156, 4.152], [-0.416, -0.536, 1.849], [-1.505, -0.930, 2.779], [-2.215, 0.284, 3.414], [-2.374, 1.465, 2.481], [-1.213, 2.210, 2.423], [0.010, 0.717, -4.346], [-1.447, 1.484, -3.696], [0.017, 1.493, -2.738], [-0.139, -1.004, -2.527], [-1.398, -1.201, -4.739], [-2.055, -2.208, -3.444], [-2.839, -0.695, -3.908], [-2.853, -0.157, -1.732], [-1.632, 0.956, -1.190], [-2.416, -1.125, 0.266], [-1.281, -2.012, -0.740], [0.990, 0.012, -1.000], [3.157, 1.148, 2.159], [2.953, 1.712, 0.522], [3.771, -1.172, 0.960], [4.324, -1.025, -1.294], [3.487, 0.518, -1.336], [5.208, 0.441, -1.016], [-1.138, -1.629, 3.522], [-2.264, -1.444, 2.204], [-1.704, 0.626, 4.308], [-3.213, -0.002, 3.727], [-2.651, 1.142, 1.476], [-3.168, 2.114, 2.835]]
}

=====

[10]
{
  "formula": "C3H6ClFN2",
  "method": "ωB97M-V/def2-TZVPD",
  "lumo_ha": 0.0369,
  "smiles": "CN/N=C\\[C@H](F)Cl",
  "orbital_gap_ha": 0.3743,
  "e_above_lowest_kcal_mol": 62.19,
  "homo_energy_ha": -0.33740,
  "species": ["C", "N", "N", "C", "C", "F", "Cl", "H", "H", "H", "H", "H", "H"],
  "xyz": [[2.289, 0.840, -0.107], [1.985, -0.578, -0.549], [1.163, -1.290, 0.273], [0.038, -0.872, 0.671], [-0.569, 0.254, -0.084], [-0.323, 1.569, 0.426], [-2.294, -0.191, -0.257], [2.677, 0.880, 0.935], [3.134, 1.027, -0.891], [1.431, 1.540, -0.203], [2.801, -1.176, -0.525], [-0.451, -1.669, 1.398], [-0.277, 0.277, -1.110]]
}

=====

[11]
{
  "formula": "C16H24F5N2O3PV",
  "method": "ωB97M-V/def2-TZVPD",
  "lumo_ha": [-0.1182, -0.1175],
  "s2": 2.311,
  "orbital_gap_ha": [0.2400, 0.2532],
  "multiplicity": 3,
  "e_above_lowest_kcal_mol": 16.97,
  "charge": 1,
  "homo_energy_ha": [-0.35817, -0.37070],
  "species": ["V", "C", "O", "P", "O", "C", "O", "C", "H", "H", "H", "H", "H", "H", "H", "H", "H", "C", "C", "N", "C", "C", "N", "C", "C", "H", "H", "H", "H", "H", "H", "H", "H", "H", "H", "H", "H", "H", "C", "H", "H", "F", "C", "C", "C", "F", "C", "F", "C", "F", "C", "F"],
  "xyz": [[0.944, -0.481, 0.126], [-1.028, -2.937, 2.725], [-1.612, -2.649, 1.444], [-1.138, -1.439, 0.508], [-2.070, -0.193, 0.965], [-3.440, -0.322, 1.380], [-1.926, -1.887, -0.829], [-1.366, -2.976, -1.589], [-1.655, -3.698, 3.180], [-1.015, -2.054, 3.364], [-0.017, -3.324, 2.605], [-3.545, 0.171, 2.344], [-3.732, -1.366, 1.467], [-4.078, 0.171, 0.647], [-1.665, -2.835, -2.624], [-1.758, -3.924, -1.224], [-0.275, -2.979, -1.516], [-1.272, 3.753, -0.910], [-0.540, 2.625, -0.138], [0.175, 1.752, -1.074], [-0.775, 1.124, -2.003], [-1.559, 2.203, -2.790], [-1.027, 3.537, -2.372], [0.437, 3.613, -2.675], [1.152, 2.525, -1.836], [-0.898, 4.742, -0.650], [-2.347, 3.735, -0.741], [-1.247, 2.018, 0.425], [0.171, 3.056, 0.566], [-1.469, 0.501, -1.452], [-0.212, 0.475, -2.670], [-2.625, 2.179, -2.567], [-1.428, 2.104, -3.865], [-1.510, 4.266, -2.894], [0.783, 4.615, -2.430], [0.564, 3.455, -3.745], [1.860, 2.981, -1.145], [1.707, 1.837, -2.472], [1.804, -0.797, -1.442], [2.871, -0.528, -1.396], [1.571, -1.244, -2.414], [3.291, -2.945, 0.053], [3.079, -2.404, 1.260], [2.072, -1.458, 1.420], [1.912, -0.993, 2.711], [0.927, -0.047, 2.886], [2.664, -1.398, 3.793], [2.450, -0.916, 5.018], [3.665, -2.331, 3.576], [4.415, -2.741, 4.590], [3.878, -2.838, 2.302], [4.840, -3.734, 2.109]]
}

=====

[12]
{
  "formula": "C4H3NO2",
  "method": "ωB97M-V/def2-TZVPD",
  "lumo_ha": -0.0204,
  "smiles": "C=C1OC=NC1=O",
  "orbital_gap_ha": 0.3495,
  "e_above_lowest_kcal_mol": 68.37,
  "homo_energy_ha": -0.36986,
  "species": ["C", "C", "O", "C", "N", "C", "O", "H", "H", "H"],
  "xyz": [[1.291, -0.593, -0.950], [0.173, -0.372, -0.297], [-0.887, -1.104, 0.328], [-1.458, -0.104, 1.046], [-1.113, 1.091, 0.698], [0.000, 1.065, -0.005], [0.699, 1.940, -0.352], [1.797, 0.309, -1.354], [1.704, -1.830, -0.832], [-2.207, -0.402, 1.718]]
}

=====

Going through the records in order, we get total energy values of -6162.641, -331006.937, -117855.300, -22566.857, -23110.797, -6217.996, -34780.909, -20041.019, -41222.279, -21425.821, -74657.667, -9778.722 eV.